Record 1
This record from OMol25 describes a structure of composition C26H43Cl2N2PPrS at a distorted geometry. The level of theory is wB97M-V/def2-TZVPD.

ORCA input file:
```
! wB97M-V def2-TZVPD RIJCOSX def2/J DEFGRID3
* xyz -1 3
P 0.11645 -0.86276 -0.49206
C 1.70302 -0.24315 -1.37346
C 2.01488 -0.79639 -2.76877
C 3.40033 -0.34890 -3.25053
C 3.61705 1.16273 -3.14644
C 3.20764 1.72783 -1.78438
C 1.80097 1.28713 -1.35663
C -1.33948 0.00854 -1.29356
C -1.23868 0.08501 -2.81380
C -2.53361 0.63845 -3.42124
C -2.93008 1.97917 -2.79543
C -2.92024 1.96116 -1.26130
C -1.62388 1.38553 -0.66911
C -0.03866 -2.58141 -1.20745
C 1.12430 -3.46452 -0.73471
C 1.10085 -4.80376 -1.48227
C -0.23256 -5.54128 -1.31609
C -1.43732 -4.64004 -1.60657
C -1.37497 -3.27227 -0.91050
H 2.45562 -0.62511 -0.65810
H 1.25482 -0.43832 -3.47969
H 1.96954 -1.89404 -2.78778
H 3.53324 -0.67224 -4.28791
H 4.16523 -0.86724 -2.65787
H 4.66977 1.39690 -3.33870
H 3.03460 1.66011 -3.93157
H 3.91529 1.38153 -1.01999
H 3.25765 2.82109 -1.80021
H 1.58486 1.67355 -0.34994
H 1.05745 1.72168 -2.04196
H -2.18411 -0.64826 -1.02364
H -3.33837 -0.09584 -3.27987
H -1.01712 -0.89834 -3.25462
H -0.40755 0.75058 -3.08813
H -2.39169 0.75787 -4.50178
H -3.92324 2.27401 -3.15356
H -2.22618 2.74596 -3.14502
H -3.08697 2.97454 -0.87737
H -3.75594 1.34118 -0.90815
H -1.72785 1.30756 0.42553
H -0.78471 2.07089 -0.86047
H 0.02328 -2.42209 -2.29740
H 2.09901 -2.97472 -0.87398
H 1.00941 -3.64056 0.34596
H 1.26662 -4.61834 -2.55327
H 1.92850 -5.42869 -1.13123
H -0.30530 -5.93840 -0.29515
H -0.25730 -6.40504 -1.98948
H -2.36476 -5.14653 -1.32112
H -1.48243 -4.47017 -2.69079
H -2.22477 -2.65781 -1.24000
H -1.49051 -3.37745 0.17753
Pr 0.01057 -0.63347 2.47822
Cl -2.42707 -1.51213 2.01066
Cl 2.60023 -0.13685 2.00624
C -0.73077 1.42704 3.45958
H -1.60548 1.25569 4.11309
C -0.51993 2.80698 3.25148
C -1.24091 3.75568 4.05482
C -1.25463 5.10271 3.72312
C -0.54219 5.57504 2.60796
C 0.26381 4.68730 1.87297
C 0.32604 3.34017 2.20162
H -1.83929 3.37743 4.89314
H -1.83799 5.80849 4.31985
H 0.83783 5.07615 1.02967
H 0.96381 2.64109 1.65028
H -0.60705 6.62227 2.31988
N -0.40842 -1.26897 7.20385
C 0.23193 -0.83582 6.10004
N 0.64688 0.44566 6.10942
S 0.55163 -1.98708 4.87254
H -0.71268 -0.62361 7.92331
H -0.79713 -2.20910 7.17501
H 0.97377 0.92671 5.27740
H 0.44487 1.01930 6.91986
*
```

DFT total energy   -89882.95602 eV
⟨S²⟩   2.01

=====

Record 2
This record from OMol25 describes a structure of composition C35H69BrCuO4PSSb2Si3 at a distorted geometry. The level of theory is wB97M-V/def2-TZVPD.

ORCA input file:
```
! wB97M-V def2-TZVPD RIJCOSX def2/J DEFGRID3
* xyz -2 1
Cu -1.22010 1.59689 0.58205
C -1.10864 -5.38988 3.06778
Si -2.82548 -5.10547 2.21254
C -4.07859 -5.43168 3.56726
C -3.22031 -6.39937 0.96354
Sb -2.64275 -2.72176 1.08063
Si -3.82068 -1.54687 3.07617
C -2.75142 -2.00376 4.58878
C -5.49601 -2.14178 3.68272
C -3.78102 0.20210 2.68665
Si -4.80085 -2.76757 -0.48715
C -5.93892 -4.19415 -0.01900
C -4.29524 -2.93151 -2.27416
C -5.75184 -1.23565 -0.02870
H -1.36210 -6.12597 3.83102
H -0.88384 -4.48537 3.60539
H -0.28580 -5.65913 2.40569
H -4.35014 -4.60488 4.26897
H -3.76491 -6.31562 4.13976
H -4.96137 -5.69043 2.88552
H -2.75936 -7.36616 1.11787
H -2.74597 -6.13378 -0.02185
H -4.28704 -6.53383 0.81094
H -2.53090 -3.03985 4.67922
H -3.37550 -1.89377 5.48199
H -1.83938 -1.40422 4.76198
H -5.54186 -2.95162 4.38276
H -6.05211 -2.53126 2.81972
H -6.06615 -1.27882 4.02418
H -2.94473 0.42353 1.95319
H -3.60908 0.85958 3.59441
H -4.67048 0.65637 2.29748
H -5.48821 -5.20142 -0.25412
H -6.89292 -4.00643 -0.45789
H -6.18698 -4.08357 1.09524
H -3.39828 -2.42913 -2.62870
H -5.12328 -2.50543 -2.88252
H -4.32077 -4.03662 -2.56154
H -6.09463 -0.57555 -0.84255
H -5.13224 -0.51233 0.50042
H -6.63753 -1.50670 0.47571
C 3.48373 4.27285 -2.19675
C 2.46542 3.22655 -1.67591
C 2.89045 2.81560 -0.26160
C 2.65207 1.98935 -2.62022
P 0.57493 3.44159 -1.60092
C 0.03630 3.66436 -3.35918
C 0.71999 4.39494 -4.31949
C 0.16072 4.57384 -5.57904
C -1.09091 3.97575 -5.84558
C -1.70664 3.20239 -4.92402
C -1.15139 3.03450 -3.66548
C 0.07212 5.15511 -0.90027
C 0.00267 4.93136 0.58044
C -1.33406 5.42090 -1.50071
C 1.05991 6.30390 -1.20441
H 4.49659 3.89590 -2.12062
H 3.49541 5.25797 -1.70316
H 3.33722 4.40782 -3.25275
H 3.82567 2.36947 -0.35435
H 2.19310 2.05526 0.11650
H 2.88864 3.69208 0.35516
H 3.68609 1.74635 -2.80739
H 2.20820 2.21153 -3.58801
H 2.05385 1.12947 -2.33396
H 1.63512 4.90501 -4.08735
H 0.61092 5.18430 -6.32530
H -1.49019 4.06490 -6.86923
H -2.67875 2.72287 -5.09843
H -1.73636 2.58110 -2.88434
H -0.66049 4.10060 0.86991
H -0.51747 5.77699 1.03760
H 0.97828 4.83944 1.04409
H -1.99389 4.60897 -1.58964
H -1.21185 5.88561 -2.47853
H -1.83624 6.16538 -0.86102
H 1.96538 6.22616 -0.63614
H 0.68876 7.26351 -0.71597
H 1.16861 6.42356 -2.28031
O -2.89908 0.73871 -1.09107
S -3.58672 2.07581 -0.89267
O -4.75096 1.95359 -0.07588
O -2.59859 2.92275 -0.07250
O -3.87062 2.67876 -2.21619
Br 2.42660 -3.86972 1.91339
C 1.69166 -2.10020 1.43365
C 1.45602 -1.14612 2.42142
C 0.72100 0.03613 2.18149
C 0.14573 0.22449 0.95821
C 0.49346 -0.70129 -0.08879
C 1.18230 -1.91527 0.16317
H 1.84950 -1.26525 3.40506
H 0.57069 0.77271 3.00454
H 0.08906 -0.59572 -1.10033
H 1.37552 -2.67791 -0.57492
C 7.98043 -1.09641 -2.08203
C 7.21222 -0.44156 -0.94801
Sb 5.19176 -1.25885 -0.97696
C 4.40780 -0.35093 0.80303
C 5.20607 0.69011 1.57342
C 5.82562 -3.05468 0.07788
C 6.46412 -2.77450 1.47681
H 8.90319 -0.60782 -2.32402
H 7.42545 -1.13718 -3.03897
H 8.21585 -2.07664 -1.76093
H 7.13386 0.59817 -1.09971
H 7.61288 -0.63464 0.00796
H 4.26432 -1.25454 1.40039
H 3.42902 0.08383 0.62875
H 6.18759 0.38549 1.79968
H 4.72419 0.84573 2.50510
H 5.14984 1.62690 1.06173
H 6.55777 -3.65218 -0.56163
H 4.97415 -3.72162 0.17441
H 7.38932 -2.32741 1.29222
H 6.65990 -3.74117 1.97959
H 5.88455 -2.14593 2.09768
*
```

DFT total energy   -217120.41548 eV